[1]
{"formula": "C8H22Br8O3", "method": "ωB97M-V with the def2-TZVPD basis set", "total_energy_ha": -21135.4460, "fmax_ha_per_bohr": 0.0540, "total_charge": 1, "multiplicity": 2, "gap_ev": [8.4283, 2.4379], "e_homo_ha": [-0.448, -0.448], "symbols": ["Br", "C", "C", "Br", "H", "H", "H", "H", "Br", "C", "C", "Br", "H", "H", "H", "H", "Br", "C", "C", "Br", "H", "H", "H", "H", "Br", "C", "C", "Br", "H", "H", "H", "H", "O", "H", "H", "O", "H", "H", "O", "H", "H"], "coordinates": [[13.86709, 24.80049, 21.92141], [13.69146, 25.34092, 20.00383], [12.96425, 24.31041, 19.13730], [14.21030, 22.84459, 18.45561], [14.58758, 25.81717, 19.60602], [12.94486, 26.12037, 20.15600], [12.41012, 24.84992, 18.36921], [12.17172, 23.87597, 19.74660], [5.56996, 25.38323, 20.60636], [5.06117, 23.63242, 21.26120], [6.26814, 23.04827, 21.80983], [5.82535, 21.61127, 23.13627], [4.60064, 22.98409, 20.51575], [4.27116, 23.75973, 22.00132], [6.82321, 23.81846, 22.34538], [6.86533, 22.54536, 21.04921], [9.58022, 24.27690, 19.94503], [8.91488, 25.99941, 19.25386], [8.88462, 27.07251, 20.37639], [10.75786, 27.24427, 21.17460], [7.90161, 25.77672, 18.91950], [9.60741, 26.32654, 18.47830], [8.20661, 26.90198, 21.21265], [8.66737, 28.06370, 19.97835], [8.24042, 23.75194, 16.21282], [10.23745, 23.73186, 16.22064], [10.78643, 24.87418, 15.24743], [12.70913, 24.97769, 15.17318], [10.33536, 22.68767, 15.92371], [10.55426, 23.66341, 17.26133], [10.33040, 25.78798, 15.62836], [10.35901, 24.68306, 14.26311], [6.89281, 30.86878, 18.70028], [7.76741, 30.49723, 18.58514], [6.97217, 31.43620, 19.46707], [5.52165, 29.86587, 21.11792], [6.28108, 29.69120, 20.56205], [4.96806, 30.44413, 20.59315], [6.82873, 27.22664, 16.97370], [6.54227, 26.92267, 16.11243], [7.47447, 27.90763, 16.78530]], "atomic_forces_ev_per_a": [[0.027, 0.257, -1.236], [-0.630, -0.490, -0.238], [0.981, -0.587, 0.819], [-1.310, 1.591, 0.625], [0.243, -0.438, 0.417], [-0.197, 0.430, 0.172], [0.618, -0.213, -0.624], [0.343, -0.463, -0.102], [-0.401, 0.147, -0.484], [-1.996, -0.091, -0.155], [1.370, -1.230, 1.273], [0.175, 0.600, -0.594], [0.226, 0.453, -0.476], [0.282, 0.413, 0.115], [0.207, -0.500, 0.102], [0.123, 0.228, 0.202], [-0.397, 0.374, -0.075], [0.178, 0.521, 1.415], [0.746, -0.582, -0.361], [-0.981, 0.035, -0.281], [0.182, 0.225, -0.277], [-0.317, -0.261, -0.110], [0.268, -0.381, -0.071], [0.199, -0.083, -0.114], [0.639, 0.478, 0.176], [-0.344, -0.471, -0.848], [-1.715, -1.581, 1.503], [-0.247, -0.026, 0.147], [0.696, 0.352, -0.784], [0.029, 0.998, -0.029], [0.520, 0.217, -0.147], [0.408, 0.014, 0.005], [-0.115, -0.305, -0.079], [0.270, 0.053, -0.157], [0.031, 0.384, 0.203], [0.088, -0.134, 0.551], [-0.041, -0.017, -0.327], [-0.200, 0.053, -0.199], [0.145, -0.078, 0.420], [-0.153, -0.149, -0.233], [0.051, 0.257, -0.145]], "lowdin_spin": [0.619, 0.052, 0.005, 0.090, 0.002, 0.027, 0.001, 0.001, 0.000, 0.000, 0.000, 0.000, 0.000, 0.000, 0.000, 0.000, 0.043, 0.001, 0.006, 0.145, 0.001, 0.000, 0.001, 0.002, 0.002, 0.000, 0.000, 0.001, 0.000, 0.000, 0.000, 0.000, 0.000, 0.000, 0.000, 0.000, 0.000, 0.000, 0.000, 0.000, 0.000]}

[2]
{"formula": "C4H6OS", "method": "ωB97M-V with the def2-TZVPD basis set", "total_energy_ha": -629.3219, "fmax_ha_per_bohr": 0.0989, "smiles": "O=C(S)C1CC1", "e_above_lowest_kj_mol": 328.9, "total_charge": 0, "multiplicity": 1, "gap_ev": 10.0710, "e_homo_ha": -0.363, "symbols": ["O", "C", "S", "C", "C", "C", "H", "H", "H", "H", "H", "H"], "coordinates": [[-1.78780, 0.26452, 0.97686], [-0.99917, 0.66035, 0.09491], [-1.03045, 2.12736, -0.99713], [0.08913, -0.05551, -0.44495], [0.26704, -1.48931, -0.17337], [1.07014, -0.46910, 0.69027], [-1.77089, 3.19139, 0.06893], [0.89475, 0.30321, -1.07354], [-0.60337, -2.08019, 0.01859], [0.84776, -1.88716, -1.11160], [0.91957, -0.32988, 1.69492], [2.10327, -0.23568, 0.25611]], "atomic_forces_ev_per_a": [[2.277, 1.611, -2.355], [-3.331, 0.480, 0.891], [-2.297, 2.757, 3.605], [2.550, -0.784, 1.228], [2.685, -0.244, -2.489], [1.290, -1.859, -3.899], [1.549, -2.554, -2.617], [-1.556, 0.922, -1.154], [-0.130, -0.070, 1.026], [-0.940, 0.202, 2.265], [-0.739, 0.351, 2.056], [-1.358, -0.812, 1.444]], "mulliken_charge": [-0.555, 0.616, -0.288, -0.216, -0.490, -0.605, 0.174, 0.352, 0.319, 0.172, 0.326, 0.194]}

[3]
{"formula": "FeH13O7", "method": "ωB97M-V with the def2-TZVPD basis set", "total_energy_ha": -1797.4562, "fmax_ha_per_bohr": 0.0652, "e_above_lowest_kj_mol": 384.7, "total_charge": 2, "multiplicity": 6, "gap_ev": [8.6505, 5.3724], "e_homo_ha": [-0.650, -0.649], "symbols": ["Fe", "O", "H", "O", "H", "H", "O", "H", "H", "O", "H", "H", "O", "H", "H", "O", "H", "H", "O", "H", "H"], "coordinates": [[-1.33165, 0.33283, -1.24097], [-0.41203, 0.40423, 0.39376], [0.44864, 0.48514, 0.84897], [-1.38678, 2.29064, -1.25056], [-1.30659, 3.05121, -1.82618], [-1.44113, 2.66105, -0.36961], [0.47206, 0.58650, -2.23945], [1.26768, 0.70060, -1.71964], [0.73725, 0.79979, -3.13411], [-0.78492, 1.12116, 3.13509], [-0.70132, 0.94274, 2.19839], [0.01196, 1.60143, 3.35997], [-1.04771, -1.61129, -1.58481], [-0.50430, -2.13362, -0.99480], [-1.24360, -2.19926, -2.31429], [-1.15444, -2.41529, 1.02147], [-0.37177, -2.86577, 0.70412], [-0.81896, -1.72784, 1.59689], [2.94738, -0.93194, 1.30571], [3.39207, -1.00884, 0.46159], [3.22816, -0.08346, 1.64847]], "atomic_forces_ev_per_a": [[2.614, -0.642, 1.995], [-0.993, -0.093, -1.778], [0.021, -0.298, -0.276], [-0.618, 0.102, 0.138], [-0.100, 0.324, -0.898], [-0.103, 0.285, 0.867], [-0.138, -0.065, -0.056], [0.396, 0.020, 0.470], [-0.119, 0.047, -0.792], [-0.101, -0.174, -0.155], [-0.353, 0.089, 0.067], [0.245, 0.241, 0.433], [-0.575, 0.654, -0.703], [0.066, -0.043, 1.068], [-0.448, -0.201, -0.760], [-0.177, 0.238, -0.780], [0.403, -0.681, 0.662], [0.087, 0.050, 0.580], [-0.910, 0.179, -0.284], [0.426, -0.204, -0.153], [0.377, 0.172, 0.354]], "lowdin_spin": [4.156, 0.566, 0.016, 0.070, 0.005, 0.003, 0.072, 0.001, 0.004, 0.022, 0.001, 0.000, 0.073, 0.002, 0.005, 0.003, 0.000, 0.000, 0.001, 0.000, 0.000]}

[4]
{"formula": "C6H5N", "method": "ωB97M-V with the def2-TZVPD basis set", "total_energy_ha": -286.1818, "fmax_ha_per_bohr": 0.0660, "e_above_lowest_kj_mol": 423.8, "total_charge": 0, "multiplicity": 1, "gap_ev": 9.1684, "e_homo_ha": -0.336, "symbols": ["C", "C", "C", "C", "C", "C", "N", "H", "H", "H", "H", "H"], "coordinates": [[-0.77626, -0.53123, 0.11224], [-0.74801, -1.73217, -0.49322], [0.28504, 0.36257, -0.00522], [0.52498, -1.86555, -1.13191], [1.48594, 0.05968, -0.54312], [0.24174, 1.71914, 0.68833], [1.64860, -1.54833, -1.42289], [-1.69805, -0.30214, 0.79051], [-1.59116, -2.38962, -0.34585], [1.11984, 2.18760, 0.40623], [-0.69660, 2.15804, 0.19120], [0.20393, 1.88200, 1.75369]], "atomic_forces_ev_per_a": [[-2.896, 0.239, 1.758], [0.852, -0.291, -0.450], [1.017, -0.041, 1.535], [0.893, 0.599, 0.049], [0.539, 0.252, -0.520], [-2.670, -0.216, -1.692], [-2.539, -0.590, 0.715], [1.675, -0.191, -1.362], [0.502, -0.548, -0.570], [1.486, 1.550, -0.911], [1.538, 0.224, 0.946], [-0.396, -0.986, 0.502]], "mulliken_charge": [-0.115, -0.512, 0.707, 0.323, -0.400, -1.296, -0.326, 0.257, 0.380, 0.390, 0.272, 0.321]}

[5]
{"formula": "C3H7NSi", "method": "ωB97M-V with the def2-TZVPD basis set", "total_energy_ha": -462.6706, "fmax_ha_per_bohr": 0.0432, "e_above_lowest_kj_mol": 174.7, "total_charge": 0, "multiplicity": 1, "gap_ev": 8.0151, "e_homo_ha": -0.346, "symbols": ["C", "C", "C", "N", "Si", "H", "H", "H", "H", "H", "H", "H"], "coordinates": [[-0.58046, 0.89278, 0.82135], [-0.79442, 0.39273, -2.74763], [1.15570, -0.94843, 2.50810], [-1.26592, 1.45118, 0.07326], [0.42154, 0.78185, 2.46861], [-1.37749, 1.29846, -2.89887], [-1.12268, -0.36537, -3.48030], [0.23145, 0.51345, -2.87523], [-0.90182, 0.04109, -1.69253], [1.05845, -1.76920, 1.74935], [2.22161, -0.90443, 2.61419], [0.95404, -1.38411, 3.45970]], "atomic_forces_ev_per_a": [[0.121, 0.354, 0.526], [-1.679, -1.269, 0.707], [-0.041, -1.067, -1.551], [0.152, -0.269, 0.325], [-0.085, -0.141, -0.315], [0.243, 0.059, 0.109], [0.005, 0.201, 0.473], [1.795, 0.673, -0.475], [-0.327, 0.144, -1.207], [-0.507, 0.966, 0.424], [1.046, 0.704, -0.044], [-0.724, -0.355, 1.029]], "mulliken_charge": [0.292, -0.886, -1.033, -0.419, 0.115, 0.228, 0.273, 0.254, 0.130, 0.354, 0.347, 0.345]}